70
Properties=species:S:1:pos:R:3:lowdin_spin:R:1 method="wB97M-V/def2-TZVPD" lumo_energy_ev="-1.05 / -1.06" s_squared=0.772 mol_weight_g_mol=711.42 gap_ha="0.238 / 0.235" multiplicity=2 charge=0 relative_energy_kcal_mol=0.0 e_homo_ev="-7.54 / -7.45"
I -0.110 1.121 2.794 0.0343
Co -0.279 0.022 0.011 0.9504
O -0.359 -1.670 0.770 -0.0139
O -0.208 -0.339 -2.051 0.0430
O -5.031 -5.762 0.200 0.0001
O 3.856 3.053 -1.903 -0.0001
O -6.706 -4.558 0.991 0.0000
N 1.655 0.227 0.127 -0.0050
N -2.277 -0.016 -0.148 -0.0017
N 1.393 0.706 -5.029 0.0001
N -0.620 1.970 -0.508 -0.0016
C 3.608 -0.627 1.321 0.0003
C 2.480 -0.007 3.757 0.0009
C -4.654 -3.422 0.367 0.0004
C -2.376 3.437 -1.213 -0.0003
C 2.527 1.268 -4.531 -0.0002
C 1.951 0.668 -2.271 -0.0007
C 1.790 0.266 2.586 0.0018
C -4.148 -1.138 0.937 0.0001
C 2.854 1.259 -3.209 -0.0006
C 0.541 0.163 -4.209 0.0024
C -3.574 -3.432 -0.514 -0.0001
C -2.787 -2.311 -0.676 0.0003
C 0.115 -3.812 1.641 -0.0017
C -4.928 -2.274 1.100 -0.0001
C 0.968 -3.157 -0.628 0.0009
C -2.796 1.059 -0.580 -0.0048
C -1.471 4.476 -1.353 -0.0020
C -0.142 4.243 -1.047 -0.0005
C 4.117 1.943 -2.767 -0.0001
C 4.302 -0.895 2.487 0.0001
C -3.091 -1.159 0.042 0.0005
C 2.351 -0.017 1.339 0.0020
C 2.366 0.559 -0.908 -0.0039
C 3.740 -0.581 3.714 0.0004
C 0.240 2.978 -0.626 -0.0019
C 0.724 0.139 -2.764 0.0032
C 0.620 -2.662 0.776 -0.0011
C -1.914 2.204 -0.785 -0.0019
C -0.708 -0.456 -4.753 0.0004
C -5.450 -4.682 0.501 0.0001
H -5.721 -2.256 1.839 0.0000
H -1.590 0.049 -4.353 0.0001
H -1.936 -2.295 -1.342 0.0001
H -6.944 -3.628 1.073 0.0000
H 3.283 3.658 -2.386 0.0000
H 1.269 2.770 -0.368 -0.0001
H 5.270 -1.375 2.434 0.0000
H -3.360 -4.343 -1.057 0.0000
H 3.185 1.729 -5.260 0.0000
H -0.102 -3.454 2.649 0.0000
H -0.810 -4.212 1.217 0.0000
H -4.334 -0.252 1.531 0.0000
H -0.703 -0.390 -5.838 0.0000
H 4.019 -0.944 0.371 0.0001
H 4.265 -0.797 4.634 0.0000
H 4.769 1.279 -2.198 0.0000
H -3.857 1.140 -0.814 -0.0002
H -0.784 -1.499 -4.440 0.0001
H 2.024 0.228 4.709 0.0007
H 1.305 -2.332 -1.258 -0.0001
H -3.427 3.573 -1.428 0.0001
H -1.800 5.451 -1.685 -0.0001
H 3.410 0.792 -0.719 -0.0002
H 0.599 5.026 -1.125 0.0000
H 0.087 -3.602 -1.098 0.0000
H 1.754 -3.916 -0.592 0.0001
H 1.557 -2.303 1.235 -0.0001
H 0.850 -4.619 1.703 -0.0003
H 4.678 2.263 -3.648 0.0000